Molecular formula: C4H8NO3
Method: DFT, ωB97M-V/def2-TZVPD

The geometry in XYZ format:
```
16
Properties=species:S:1:pos:R:3:mulliken_charge:R:1
C 2.155 -1.984 -0.359 -0.8582
C 1.424 -0.738 -0.894 0.6111
O 0.474 -0.289 -0.205 -0.6994
O 1.839 -0.337 -2.003 -0.7409
H 1.559 -2.959 -0.418 0.1768
H 2.456 -1.999 0.731 0.2294
H 3.029 -2.022 -1.045 0.2720
C -0.973 1.512 1.466 -0.8607
C -2.030 1.026 0.428 0.6200
O -3.136 0.672 0.773 -0.6709
N -1.587 0.832 -0.858 -0.3286
H -2.270 0.528 -1.516 0.1785
H -0.644 0.860 -1.178 0.2714
H -0.432 2.284 0.953 0.2837
H -0.232 0.794 1.873 0.1969
H -1.633 1.819 2.253 0.3188
```

**Charge**: -1
**Total energy**: -11912.211 eV
**HOMO energy**: -4.52 eV

=====

Molecular formula: C10H14BaN2P
Method: DFT, ωB97M-V/def2-TZVPD

The geometry in XYZ format:
```
28
Properties=species:S:1:pos:R:3:mulliken_charge:R:1
C 2.294 -1.344 -1.051 0.4792
C 3.558 -0.773 -0.759 -0.9075
C 3.882 0.162 -1.784 -0.3595
C 2.829 0.169 -2.744 -0.7963
C 1.826 -0.743 -2.319 -0.2528
Ba -1.215 -2.235 -1.051 -1.0152
P -0.193 -3.238 1.632 -0.0394
H 1.779 -2.127 -0.478 -0.0361
H 4.173 -1.012 0.108 0.3636
H 4.790 0.761 -1.831 0.3816
H 0.901 -1.007 -2.854 -0.0009
H 2.792 0.772 -3.650 0.3535
H -0.262 -2.591 2.913 0.0543
H 1.053 -3.916 1.881 0.0880
H -1.030 -4.365 1.995 0.0715
N -3.068 3.379 1.307 -0.4720
C -2.423 2.236 0.955 1.5002
C -1.165 2.301 0.309 -0.7618
C -0.546 1.125 -0.062 -0.3166
N -1.135 -0.085 0.158 -0.2748
C -2.317 -0.162 0.838 1.0447
C -2.997 0.976 1.227 -1.2731
H -2.671 4.288 1.111 0.1863
H -3.957 3.363 1.788 0.1960
H -0.696 3.265 0.103 0.2626
H 0.427 1.082 -0.556 0.2274
H -2.671 -1.182 1.073 0.0916
H -3.961 0.902 1.738 0.2056
```

**Charge**: -1
**Total energy**: -23555.813 eV
**HOMO energy**: -0.68 eV

=====

Molecular formula: C19H20N2O4S
Method: DFT, ωB97M-V/def2-TZVPD

The geometry in XYZ format:
```
46
Properties=species:S:1:pos:R:3:mulliken_charge:R:1
C -6.156 -2.507 1.337 -1.4255
C -4.856 -1.821 0.948 -0.2299
O -5.156 -0.477 0.637 -0.3948
C -4.140 0.352 0.257 0.4248
C -2.806 -0.012 0.147 -0.3793
C -1.847 0.912 -0.246 0.2658
C -2.214 2.217 -0.536 0.0498
O -1.364 3.216 -0.946 -0.4312
C 0.009 2.947 -1.065 -0.6595
C 0.700 2.949 0.299 -0.4542
S 2.485 2.665 0.146 -0.1934
C 2.471 0.960 -0.194 -0.0600
N 1.395 0.237 -0.315 -0.0591
C 1.840 -1.036 -0.577 -0.1843
C 1.124 -2.205 -0.796 -0.4788
C 1.846 -3.355 -1.039 -0.5467
C 3.240 -3.355 -1.066 -0.6464
C 3.969 -2.200 -0.855 -0.7972
C 3.252 -1.042 -0.612 0.9892
N 3.633 0.264 -0.386 0.2859
C 4.963 0.758 -0.216 -1.3129
C 5.458 0.544 1.211 0.8321
O 4.820 0.056 2.096 -0.5086
O 6.714 0.975 1.347 -0.4471
C -3.556 2.584 -0.426 -0.5539
C -4.504 1.668 -0.036 -0.5604
H -6.862 -2.457 0.513 0.3247
H -5.967 -3.548 1.583 0.4146
H -6.593 -2.010 2.198 0.3269
H -4.411 -2.321 0.075 0.3479
H -4.139 -1.867 1.780 0.3481
H -2.483 -1.017 0.369 0.3917
H -0.822 0.581 -0.312 0.2146
H 0.188 1.992 -1.573 0.4393
H 0.409 3.758 -1.680 0.3227
H 0.592 3.920 0.781 0.4482
H 0.304 2.167 0.944 0.2936
H 0.046 -2.201 -0.776 0.4409
H 1.322 -4.284 -1.211 0.3989
H 3.763 -4.280 -1.255 0.3801
H 5.049 -2.207 -0.872 0.3492
H 4.987 1.832 -0.429 0.4321
H 5.645 0.250 -0.904 0.4193
H 7.023 0.851 2.258 0.3540
H -3.831 3.602 -0.655 0.4206
H -5.542 1.946 0.051 0.4079
```

**Charge**: 0
**Total energy**: -42033.596 eV
**HOMO energy**: -7.68 eV

=====

Molecular formula: CHF2O6PS
Method: DFT, ωB97M-V/def2-TZVPD

The geometry in XYZ format:
```
12
Properties=species:S:1:pos:R:3:mulliken_charge:R:1
C 1.540 0.214 0.573 0.3356
O 1.011 -1.788 -1.350 -0.8608
O -1.762 1.968 -1.050 -0.7298
O -0.276 -1.823 0.849 -0.7385
O -3.126 0.063 -0.222 -0.6846
O -0.877 -0.305 -1.300 -0.3215
O -0.873 0.641 0.840 -0.6479
F 1.632 1.384 0.083 -0.2409
F 2.805 -0.186 0.534 -0.3170
P 0.292 -1.062 -0.288 0.9740
S -1.758 0.634 -0.345 1.1716
H 1.392 0.260 1.677 0.0599
```

**Charge**: -2
**Total energy**: -38899.416 eV
**HOMO energy**: -1.34 eV